Density functional theory data (the ωB97M-V functional and the def2-TZVPD basis) for a single C9H12N2O2S molecule at a distorted geometry.

Computed properties:
M   212.27 g mol⁻¹
LUMO   -0.11 eV
HOMO level   -8.8 eV
2S+1   1
Frontier orbital gap   8.72 eV
Energy relative to the best compared isomer or geometry (same formula, charge and spin)   143.77 kcal per mole

Element x y z (Å)
S 0.69 -0.19 -0.88
O -1.20 -2.15 1.67
O -0.96 -2.59 -0.37
N -2.19 -0.65 -1.95
N -1.01 -1.78 0.53
C -2.08 0.05 -0.75
C -0.82 -0.34 0.21
C -1.37 1.78 1.36
C -2.06 1.52 -0.93
C 4.18 0.23 0.12
C 3.35 -0.59 -0.48
C -1.79 2.31 0.12
C -0.84 0.57 1.47
C 2.05 -0.89 0.13
H 5.15 0.26 -0.18
H -1.54 2.37 2.36
H -1.97 -1.64 -1.71
H -1.99 3.45 0.23
H 2.14 -0.64 1.16
H 3.71 -1.21 -1.28
H -1.73 -0.12 -2.67
H -2.90 -0.38 -0.14
H -0.46 0.07 2.43
H 1.98 -1.95 0.32
H -2.28 1.88 -1.87
H 3.94 0.63 1.11

Löwdin analysis output, partial charges in e:
1. S 1.01
2. O 0.09
3. O 0.03
4. N 0.05
5. N -0.40
6. C -0.41
7. C -0.51
8. C -0.14
9. C -0.05
10. C 0.02
11. C -0.27
12. C -0.11
13. C -0.05
14. C -0.49
15. H 0.02
16. H 0.15
17. H 0.09
18. H 0.15
19. H 0.07
20. H 0.10
21. H 0.07
22. H 0.16
23. H 0.14
24. H 0.08
25. H 0.10
26. H 0.08

Density functional theory data (the ωB97M-V functional and the def2-TZVPD basis) for a molecular structure, C4H12N2O at a distorted geometry.

Computed properties:
M   104.15 g mol⁻¹
LUMO   -0.74 eV
HOMO level   -8.3 eV
2S+1   1
Frontier orbital gap   7.60 eV
Energy relative to the best compared isomer or geometry (same formula, charge and spin)   128.03 kcal per mole

Element x y z (Å)
O -1.18 -0.56 -1.10
N 1.31 1.11 -0.44
N 0.55 1.25 -1.47
C 1.28 -0.10 0.18
C -0.40 -0.07 1.22
C -2.56 -0.44 -1.06
C 2.43 -0.35 1.12
H -1.17 0.63 0.92
H -3.02 -0.96 -1.92
H 0.99 -0.95 -0.43
H 0.15 0.40 2.03
H 2.71 0.57 1.64
H -2.90 0.60 -1.10
H 3.30 -0.72 0.58
H -0.46 0.49 -1.48
H 2.17 -1.12 1.86
H -2.97 -0.89 -0.14
H -0.73 -1.08 1.37
H 0.51 2.21 -1.78

Löwdin analysis output, partial charges in e:
1. O -0.36
2. N 0.02
3. N 0.08
4. C -0.34
5. C 0.08
6. C -0.27
7. C -0.08
8. H 0.04
9. H 0.06
10. H 0.12
11. H 0.03
12. H 0.08
13. H 0.07
14. H 0.08
15. H 0.09
16. H 0.08
17. H 0.06
18. H 0.06
19. H 0.10

Density functional theory data (the ωB97M-V functional and the def2-TZVPD basis) for a molecular structure, C14H36AlF6N8O9P2S2 at a distorted geometry.

Computed properties:
M   727.54 g mol⁻¹
LUMO (alpha / beta)   -8.75 / -9.94 eV
HOMO level (alpha / beta)   -12.5 / -12.5 eV
2S+1   2
Frontier orbital gap (alpha / beta)   3.78 / 2.60 eV
Charge   +2

Element x y z (Å)
S 2.80 21.03 -19.34
S 2.95 22.01 -21.70
P -3.33 26.14 -20.62
P -4.40 21.79 -23.56
Al -0.85 22.50 -20.99
F 3.01 19.24 -21.90
F 2.29 19.48 -17.31
F 2.93 20.22 -23.87
F 0.50 20.47 -18.05
F 1.38 18.75 -19.07
F 4.74 20.27 -22.79
O 3.12 22.11 -18.40
O 3.97 20.24 -19.76
O -3.31 21.79 -22.56
O -0.69 23.49 -23.81
O -2.48 24.91 -20.85
O 4.15 22.67 -21.27
O 2.21 22.77 -22.69
O 0.82 23.53 -25.27
O -0.38 25.23 -25.00
N -5.88 22.10 -22.88
N -4.98 25.83 -21.00
N -2.85 27.48 -21.63
N -3.41 26.75 -18.97
N -4.75 20.34 -24.44
N -4.22 22.99 -24.76
N -0.11 24.09 -24.68
N 1.84 21.53 -20.46
C -4.12 19.02 -24.06
C -3.48 22.73 -26.00
C -5.86 26.95 -21.31
C -6.19 21.46 -21.57
C -7.14 22.64 -23.47
C -1.74 28.35 -21.19
C -4.23 24.39 -24.26
C -2.94 27.28 -23.06
C -5.63 20.24 -25.57
C -5.68 24.69 -20.40
C 1.63 19.84 -18.35
C 3.43 20.31 -22.65
C -3.89 28.09 -18.59
C -3.23 25.85 -17.85
H -2.93 26.41 -16.96
H -4.68 24.50 -23.27
H -6.91 23.04 -24.46
H -4.17 18.30 -24.87
H -1.86 29.27 -21.77
H -3.19 28.51 -17.87
H -5.32 21.29 -20.93
H -3.27 24.87 -24.43
H -3.90 26.84 -23.34
H -6.95 21.99 -21.00
H -2.44 23.00 -25.82
H -3.92 23.25 -26.85
H -2.15 26.63 -23.42
H -4.16 25.33 -17.64
H -6.55 24.40 -20.99
H -0.82 27.82 -21.43
H -5.06 20.47 -26.47
H -3.94 28.75 -19.46
H -4.95 24.90 -24.89
H -5.58 27.70 -20.57
H -2.82 28.17 -23.67
H -3.04 19.17 -23.94
H -2.42 25.14 -18.06
H -3.45 21.68 -26.30
H -1.74 28.66 -20.14
H -6.09 19.26 -25.63
H -6.91 26.67 -21.28
H -6.34 21.07 -25.58
H -4.49 18.55 -23.15
H -5.61 27.41 -22.27
H -7.40 23.62 -23.06
H -7.96 21.93 -23.57
H -5.04 23.82 -20.22
H -4.82 28.13 -18.02
H -5.93 25.04 -19.40
H -6.49 20.43 -21.78

Löwdin analysis output, partial charges in e:
1. S 0.56
2. S 0.63
3. P 0.70
4. P 0.57
5. Al 1.06
6. F 0.09
7. F 0.20
8. F 0.14
9. F 0.10
10. F 0.13
11. F 0.16
12. O -0.30
13. O -0.29
14. O -0.34
15. O 0.04
16. O -0.39
17. O -0.26
18. O -0.38
19. O 0.31
20. O 0.18
21. N -0.23
22. N -0.22
23. N -0.30
24. N -0.17
25. N -0.13
26. N -0.28
27. N -0.58
28. N -0.40
29. C 0.01
30. C -0.07
31. C -0.05
32. C -0.08
33. C -0.06
34. C -0.07
35. C -0.08
36. C -0.11
37. C -0.04
38. C -0.06
39. C -0.70
40. C -0.59
41. C -0.06
42. C -0.03
43. H 0.11
44. H 0.06
45. H 0.07
46. H 0.11
47. H 0.10
48. H 0.12
49. H 0.08
50. H 0.07
51. H 0.05
52. H 0.09
53. H 0.08
54. H 0.11
55. H 0.07
56. H 0.11
57. H 0.08
58. H 0.10
59. H 0.11
60. H 0.09
61. H 0.09
62. H 0.08
63. H 0.11
64. H 0.10
65. H 0.10
66. H 0.07
67. H 0.08
68. H 0.12
69. H 0.11
70. H 0.09
71. H 0.11
72. H 0.09
73. H 0.08
74. H 0.11
75. H 0.09
76. H 0.12
77. H 0.10
78. H 0.09

Density functional theory data (the ωB97M-V functional and the def2-TZVPD basis) for 2 unconnected molecules or ions with the total composition C6H16NO at a distorted geometry.

Computed properties:
M   118.20 g mol⁻¹
LUMO (alpha / beta)   -3.03 / -3.03 eV
HOMO level (alpha / beta)   -14.6 / -14.6 eV
2S+1   1
Frontier orbital gap (alpha / beta)   11.53 / 11.53 eV
Charge   +1
Energy relative to the best compared isomer or geometry (same formula, charge and spin)   74.75 kcal per mole

Element x y z (Å)
O 0.06 0.24 0.76
N 1.35 -1.70 -0.08
C -0.30 -1.96 1.62
C -1.03 -1.41 -0.72
C -0.21 -1.05 0.49
C -0.42 1.76 -0.31
C -0.22 2.70 0.97
C 0.56 1.81 -1.47
H -1.18 -2.48 -1.04
H -0.82 -0.76 -1.47
H -2.07 -1.22 -0.44
H 0.41 0.77 -1.80
H 1.58 2.16 -1.05
H -1.29 -1.80 2.12
H 0.69 2.56 1.52
H 1.75 -2.20 0.72
H 1.97 -0.92 -0.39
H -1.01 2.47 1.71
H -1.42 1.33 -0.60
H 0.46 -1.76 2.38
H 1.15 -2.51 -0.64
H 0.16 2.47 -2.25
H -0.45 3.79 0.63
H -0.20 -3.10 1.29

Löwdin analysis output, partial charges in e:
1. O -0.10
2. N 0.18
3. C -0.04
4. C -0.01
5. C -0.57
6. C -0.10
7. C -0.05
8. C -0.06
9. H 0.13
10. H 0.03
11. H 0.11
12. H 0.06
13. H 0.14
14. H 0.12
15. H 0.07
16. H 0.12
17. H 0.16
18. H 0.08
19. H 0.14
20. H 0.10
21. H 0.12
22. H 0.10
23. H 0.13
24. H 0.15

Density functional theory data (the ωB97M-V functional and the def2-TZVPD basis) for 2 unconnected molecules or ions with the total composition C10H17P at a distorted geometry.

Computed properties:
M   168.22 g mol⁻¹
LUMO   0.63 eV
HOMO level   -8.6 eV
2S+1   1
Frontier orbital gap   9.22 eV
Energy relative to the best compared isomer or geometry (same formula, charge and spin)   57.92 kcal per mole

Element x y z (Å)
P -1.21 -3.76 0.11
C 2.10 1.88 0.53
C -0.71 0.85 -1.16
C -2.01 -0.16 0.76
C -0.33 -2.71 -0.64
C 0.50 -2.18 -1.73
C -2.65 1.20 1.22
C 1.81 0.38 0.72
C -0.69 0.17 0.15
C 2.75 -0.54 0.55
C 0.39 0.01 0.89
H 1.10 -1.46 -1.23
H -1.33 1.75 -1.15
H -3.61 0.93 1.77
H 0.20 -0.57 1.85
H -1.94 -0.84 1.59
H -2.81 1.80 0.32
H -1.75 1.63 1.77
H 2.64 -1.63 0.35
H 2.62 2.06 -0.51
H -1.22 0.27 -1.99
H -2.74 -0.64 0.08
H 2.83 2.40 1.29
H 1.16 2.48 0.54
H 3.67 -0.15 0.14
H 1.14 -2.90 -2.20
H 0.23 1.30 -1.66
H -0.14 -1.57 -2.37

Löwdin analysis output, partial charges in e:
1. P 0.78
2. C -0.08
3. C -0.07
4. C -0.27
5. C -0.69
6. C -0.19
7. C -0.09
8. C -0.36
9. C -0.39
10. C 0.03
11. C -0.08
12. H 0.02
13. H 0.06
14. H 0.10
15. H 0.14
16. H 0.08
17. H 0.05
18. H 0.10
19. H 0.08
20. H 0.10
21. H 0.09
22. H 0.11
23. H 0.10
24. H 0.07
25. H 0.06
26. H 0.08
27. H 0.12
28. H 0.07

Density functional theory data (the ωB97M-V functional and the def2-TZVPD basis) for 7 unconnected molecules or ions with the total composition C14H42O14 at a distorted geometry.

Computed properties:
M   434.48 g mol⁻¹
LUMO   0.32 eV
HOMO level   -9.9 eV
2S+1   1
Frontier orbital gap   10.18 eV
Energy relative to the best compared isomer or geometry (same formula, charge and spin)   15.14 kcal per mole

Element x y z (Å)
O 1.82 0.07 -1.33
O -2.00 -0.81 -1.53
O -1.04 1.84 -2.70
O 1.84 3.33 0.85
O -2.95 -3.41 -0.79
O 3.03 1.99 5.36
O -2.74 3.54 1.04
O 0.63 -2.09 -5.17
O 1.62 0.56 1.74
O 0.15 -4.39 -3.67
O -1.85 -2.68 2.00
O -3.62 1.05 2.39
O 3.73 1.68 -0.20
O 2.46 -0.60 4.23
C -0.28 -3.13 -3.33
C -2.00 0.91 -3.27
C -3.18 -2.70 1.57
C -3.60 -3.71 0.49
C -2.78 2.22 0.50
C -2.59 1.08 1.46
C 0.74 -0.04 0.80
C 0.57 -2.01 -3.79
C 1.39 -0.79 -0.32
C 3.73 3.07 -0.50
C 3.93 1.40 4.37
C 3.79 -0.13 4.24
C 2.37 3.67 -0.41
C -2.79 0.02 -2.33
H -0.28 -3.06 -2.25
H -3.70 2.09 -0.09
H 2.43 4.75 -0.56
H -1.28 -2.42 1.25
H 0.65 -1.45 -0.79
H -2.18 -3.98 -0.95
H -3.38 0.47 3.13
H -3.43 0.65 -1.73
H -3.48 3.65 1.63
H 2.50 0.66 -0.98
H 1.53 -2.14 -3.27
H -1.28 -2.92 -3.71
H -3.47 -1.70 1.26
H 3.68 1.90 3.43
H -4.65 -3.47 0.26
H 4.40 -0.42 3.39
H 4.91 1.69 4.75
H 2.68 1.27 5.88
H -2.45 -1.62 -1.31
H 2.05 -0.25 3.42
H -1.60 1.12 1.93
H 0.11 -1.09 -3.39
H 0.65 -4.35 -4.49
H -3.48 -4.74 0.82
H 1.76 1.49 1.50
H 0.97 3.76 0.80
H -3.42 -0.59 -3.02
H 0.85 -1.26 -5.60
H 4.36 3.64 0.19
H 2.24 -1.44 0.01
H 0.07 0.67 0.30
H -1.48 0.35 -4.04
H 0.10 -0.75 1.36
H 4.23 -0.54 5.15
H -2.76 1.51 -3.77
H 4.03 3.17 -1.55
H -1.97 2.10 -0.21
H -3.62 -2.95 2.51
H 4.65 1.40 -0.13
H -2.69 0.22 0.79
H 1.65 3.32 -1.19
H -0.27 1.33 -2.45

Löwdin analysis output, partial charges in e:
1. O -0.07
2. O -0.07
3. O -0.07
4. O -0.06
5. O -0.10
6. O -0.09
7. O -0.05
8. O -0.03
9. O -0.07
10. O -0.02
11. O -0.05
12. O -0.04
13. O -0.06
14. O -0.06
15. C -0.32
16. C -0.21
17. C -0.26
18. C -0.16
19. C -0.24
20. C -0.28
21. C -0.22
22. C -0.28
23. C -0.26
24. C -0.22
25. C -0.21
26. C -0.26
27. C -0.25
28. C -0.24
29. H 0.10
30. H 0.12
31. H 0.13
32. H 0.07
33. H 0.10
34. H 0.09
35. H 0.10
36. H 0.09
37. H 0.08
38. H 0.04
39. H 0.13
40. H 0.13
41. H 0.10
42. H 0.10
43. H 0.13
44. H 0.11
45. H 0.11
46. H 0.06
47. H 0.03
48. H 0.05
49. H 0.13
50. H 0.10
51. H 0.10
52. H 0.12
53. H 0.05
54. H 0.11
55. H 0.13
56. H 0.09
57. H 0.13
58. H 0.14
59. H 0.12
60. H 0.10
61. H 0.11
62. H 0.12
63. H 0.12
64. H 0.13
65. H 0.10
66. H 0.12
67. H 0.11
68. H 0.09
69. H 0.13
70. H 0.05

Among the records above, which one has the highest M?
C14H36AlF6N8O9P2S2

Number 1 is which compound?
C9H12N2O2S